Below is one molecule with the formula C3H6N2O3 in a non-equilibrium geometry, with properties calculated with ωB97M-V/def2-TZVPD.

Atoms and positions in Å:
O (-0.96071, -0.18935, 0.89016)
O (-0.41050, 1.33793, -0.82014)
O (-0.81290, -2.16679, 0.05787)
N (1.05014, 1.18471, -0.31782)
N (0.07626, 0.24619, 1.68463)
C (-0.99912, 0.13855, -0.55527)
C (-0.42386, -1.10698, -0.95530)
C (0.99139, 0.91755, 1.05055)
H (0.04164, -1.34712, -2.00238)
H (1.60813, 2.11165, -0.49310)
H (-0.37691, -1.95839, 0.93291)
H (1.79213, 1.12897, 1.60807)
H (-2.13755, 0.32081, -0.60776)
H (0.56185, -0.61772, -0.47244)

Its charge is 0. As for the electronic energy: -452.8743 Eh. The orbital gap comes out at 0.352 hartree. Its energy above the lowest of the compared OMol25 structures with the same formula, charge and spin is 8.889 eV. The calculation puts the LUMO energy at 0.5 eV. The SMILES is OC[C@H]1ON=CNO1.



Below is a 7-piece molecular cluster, C35H44F4O5S overall in a non-equilibrium geometry, with properties calculated with ωB97M-V/def2-TZVPD.

Atoms and positions in Å:
S (-9.78771, 21.22599, -20.44246)
F (-4.94885, 15.56524, -34.71575)
F (-15.45977, 19.03990, -26.78421)
F (-13.13812, 15.23787, -20.86771)
F (0.20372, 17.39885, -17.47814)
O (-9.04874, 21.58740, -21.67025)
O (-7.80696, 14.95610, -25.35589)
O (-9.17588, 19.93717, -19.74130)
O (-6.42808, 8.93277, -25.61382)
O (-9.93711, 22.26151, -19.33820)
C (-13.35875, 15.36408, -17.34143)
C (-14.34860, 18.15135, -30.15920)
C (-7.27081, 16.56629, -23.71482)
C (-14.96540, 18.34269, -27.83535)
C (-14.21811, 17.27512, -27.55720)
C (-6.67183, 15.51726, -32.99741)
C (-12.17890, 13.35010, -17.87327)
C (-7.79335, 9.35075, -25.30183)
C (-0.81536, 17.81942, -18.19330)
C (-2.41244, 19.55996, -18.76471)
C (-13.44642, 15.79016, -18.62938)
C (-6.31561, 8.76545, -27.03465)
C (-12.79126, 14.21087, -16.98292)
C (-13.49248, 17.08357, -29.86028)
C (-7.74310, 8.27883, -27.41070)
C (-6.81940, 13.58400, -31.63481)
C (-1.62675, 18.87819, -17.83513)
C (-7.23056, 14.88050, -31.97706)
C (-0.89416, 17.26163, -19.45386)
C (-8.64061, 8.70429, -26.28603)
C (-13.43852, 16.60728, -28.53779)
C (-2.54015, 18.93853, -20.03234)
C (-6.63181, 15.66351, -25.75051)
C (-12.92449, 14.88009, -19.59020)
C (-11.36485, 20.59070, -20.95430)
C (-5.53215, 14.94927, -33.69191)
C (-5.57438, 13.19195, -32.06726)
C (-6.02606, 16.17608, -24.47958)
C (-15.10718, 18.77826, -29.14259)
C (-9.46927, 19.80432, -18.33921)
C (-9.16083, 18.43503, -17.76343)
C (-8.39717, 15.62185, -24.20587)
C (-4.96063, 13.75794, -33.14077)
C (-1.80689, 17.80590, -20.38520)
C (-12.33474, 13.68666, -19.26346)
H (-0.20461, 16.49969, -19.78612)
H (-5.88165, 9.65254, -27.49604)
H (-11.09157, 19.84113, -21.69697)
H (-7.83433, 7.19563, -27.49098)
H (-8.12043, 18.15063, -17.92076)
H (-9.26948, 16.18993, -24.52908)
H (-12.78104, 13.95627, -15.93341)
H (-3.99840, 13.43437, -33.50931)
H (-13.92630, 16.72496, -18.87888)
H (-14.18419, 16.89987, -26.54505)
H (-11.65923, 12.43957, -17.61389)
H (-15.70432, 19.64803, -29.37349)
H (-7.33640, 12.97656, -30.90672)
H (-9.01621, 20.57915, -17.72077)
H (-3.06796, 20.37607, -18.49888)
H (-7.18615, 16.60309, -22.62874)
H (-1.89996, 17.28335, -21.32576)
H (-5.34329, 17.01851, -24.59021)
H (-7.47621, 17.57281, -24.07925)
H (-8.85231, 14.84634, -23.58981)
H (-1.56546, 19.21685, -16.81143)
H (-9.27814, 18.34848, -16.68321)
H (-11.92391, 21.41802, -21.39146)
H (-9.65336, 17.58617, -18.23771)
H (-13.78094, 15.90606, -16.50812)
H (-8.09642, 15.36305, -31.54828)
H (-7.91518, 9.07093, -24.25543)
H (-6.17892, 14.97219, -26.46119)
H (-7.16212, 16.43024, -33.30152)
H (-8.18239, 8.65701, -28.33380)
H (-3.18103, 19.38806, -20.77637)
H (-9.19205, 7.91777, -25.77087)
H (-5.19034, 12.25440, -31.69321)
H (-12.89628, 15.74263, -28.18457)
H (-14.39727, 18.50197, -31.17955)
H (-7.90189, 10.43434, -25.34810)
H (-5.57113, 7.97555, -27.13426)
H (-13.02679, 16.59673, -30.70439)
H (-10.51941, 20.04313, -18.17108)
H (-9.35318, 9.38200, -26.75619)
H (-11.86828, 20.10738, -20.11700)
H (-11.76637, 13.16610, -20.02000)
H (-6.97008, 16.41655, -26.46228)
H (-5.50877, 15.31184, -24.06293)

Its charge is 0. As for the electronic energy: -2533.7311 Eh. The orbital gap comes out at 0.338 hartree. Its energy above the lowest of the compared OMol25 structures with the same formula, charge and spin is 0.000 eV. The calculation puts the LUMO energy at 0.2 eV. The SMILES is CCOS(C)(=O)=O.Fc1ccccc1.Fc1ccccc1.Fc1ccccc1.Fc1ccccc1.C1CCOC1.C1CCOC1.



Below is a 11-piece molecular cluster, C14H29BrCl20N2O3P overall, with properties calculated with ωB97M-V/def2-TZVPD.

Atoms and positions in Å:
Br (4.61539, 2.03981, 0.11195)
Cl (-0.04280, 7.92589, 5.18647)
Cl (1.34142, 5.38902, 5.61918)
Cl (0.79561, -4.09709, 0.41746)
Cl (4.37182, -3.13003, 1.97826)
Cl (6.42597, 5.49441, -0.75495)
Cl (-7.63444, -1.55394, -2.37203)
Cl (3.37248, 3.94962, 8.71491)
Cl (-6.53177, -3.88788, -6.15638)
Cl (-2.65634, -3.22945, -2.11216)
Cl (-5.41691, -0.92705, -4.17760)
Cl (2.43557, 5.04260, 1.06853)
Cl (-5.18297, -1.85055, -7.78756)
Cl (-6.84191, -6.15615, -3.11415)
Cl (0.34802, 7.05600, 1.59775)
Cl (4.32673, 1.49748, 7.42824)
Cl (-2.91897, -3.27614, -5.04552)
Cl (6.70490, 3.02371, -2.31335)
Cl (-1.41324, -2.17576, 0.57271)
Cl (2.71052, -5.37662, 2.90924)
Cl (-4.16025, -6.99461, -2.28021)
P (3.17292, 1.52750, 1.80708)
O (-0.02683, 0.12468, 2.38381)
O (0.22810, 2.36352, 2.13404)
O (3.74737, 0.06337, 2.30872)
N (1.68746, 1.05211, -1.50494)
N (1.45433, 1.74538, -0.28236)
C (1.64674, 0.93192, 0.89617)
C (-6.49483, -0.31388, -2.92343)
C (0.48695, 1.15132, 1.90919)
C (-0.55503, -3.47544, 1.38337)
C (-3.60595, -3.78849, -3.49124)
C (7.53435, 4.26252, -1.36865)
C (0.18248, 0.20870, -3.27519)
C (4.33362, -4.82215, 2.47552)
C (-5.90294, -3.46359, -7.75358)
C (0.64259, 0.04939, -1.84014)
C (0.54748, 6.76790, 6.38333)
C (3.68635, 3.12374, 7.17644)
C (-5.86246, -6.86411, -1.82327)
C (1.07010, 5.49706, 2.07717)
H (-1.24457, -4.29209, 1.56095)
H (4.41204, 3.70037, 6.61739)
H (1.41622, 5.58220, 3.09730)
H (8.26587, 4.74793, -2.00282)
H (4.68842, -5.42797, 1.65091)
H (-6.23776, -7.85653, -1.60809)
H (0.32273, 4.71657, 1.99754)
H (1.79619, -0.12574, 0.67755)
H (8.01454, 3.78130, -0.52520)
H (-5.14031, -4.18356, -8.02357)
H (-5.93283, -6.22740, -0.94996)
H (1.03361, 0.34010, -3.93502)
H (-5.89644, 0.00284, -2.07799)
H (-4.60158, -3.37084, -3.41097)
H (1.26290, 7.26436, 7.02716)
H (-0.50555, 1.04238, -3.37881)
H (1.61312, 1.76800, -2.21591)
H (1.09725, -0.93559, -1.75646)
H (-0.16253, -3.08709, 2.31699)
H (-3.64722, -4.87126, -3.46582)
H (-6.72260, -3.48832, -8.46066)
H (2.75628, 3.05029, 6.62787)
H (-7.05948, 0.51733, -3.32646)
H (-0.18454, 0.09299, -1.13673)
H (-0.29396, 6.40221, 6.95849)
H (3.13215, -0.63849, 2.06788)
H (4.97625, -4.93877, 3.33916)
H (0.56167, 2.22211, -0.24968)
H (-0.34148, -0.69206, -3.57788)

Its charge is -1. As for the electronic energy: -13005.3357 Eh. The orbital gap comes out at 0.235 hartree. Its energy above the lowest of the compared OMol25 structures with the same formula, charge and spin is 0.000 eV. The calculation puts the LUMO energy at 1.8 eV.



Below is a 2-piece molecular cluster, C6H12N overall in a non-equilibrium geometry, with properties calculated with ωB97M-V/def2-TZVPD.

Atoms and positions in Å:
N (0.89590, 0.52370, -0.11444)
C (1.81638, -1.65439, 0.30036)
C (-3.15097, 0.39174, -0.44518)
C (1.94144, -0.24200, -0.13100)
C (0.92573, 2.00952, -0.34707)
C (-2.44891, -1.02456, -0.18832)
C (-2.36257, 0.23264, 0.58140)
H (0.84494, -2.04684, 0.46977)
H (0.01826, 0.05711, 0.09613)
H (2.92305, 0.10315, -0.47156)
H (2.21970, -2.25816, -0.46177)
H (-3.00603, -1.85393, 0.10834)
H (-1.52278, -1.16789, -0.75134)
H (-2.13039, 0.66286, 1.55449)
H (0.14993, 2.37986, -1.05611)
H (2.40109, -1.77474, 1.07755)
H (1.97133, 2.24668, -0.69100)
H (-3.66348, 0.93653, -1.15757)
H (0.72766, 2.42016, 0.56662)

Its charge is +1. As for the electronic energy: -290.1780 Eh. The orbital gap comes out at 0.317 hartree. Its energy above the lowest of the compared OMol25 structures with the same formula, charge and spin is 3.916 eV. The calculation puts the LUMO energy at -4.5 eV.